## a
Density functional theory data (wB97M-V/def2-TZVPD) for a gas-phase ion, C9H10NO2 (charge +1).

The LUMO energy is -0.1371 hartree. The calculation puts the HOMO energy at -13.78 eV. The SMILES is C[NH2+][C@H]1OC(=O)c2ccccc21. The calculation puts the molecular weight at 164.18 g/mol. The HOMO-LUMO gap is 10.1 eV.

ORCA input file:
```
! RIJCOSX wB97M-V def2-TZVPD def2/J DEFGRID3
* xyz 1 1
C 1.72 2.78 -0.27
N 1.54 1.34 0.07
C 0.43 0.68 -0.74
O 1.08 -0.15 -1.58
C 0.47 -1.49 -1.70
O 0.72 -2.08 -2.70
C -0.50 -1.53 -0.60
C -1.37 -2.53 -0.18
C -2.04 -2.27 1.03
C -1.92 -1.13 1.78
C -1.12 -0.14 1.23
C -0.48 -0.30 0.06
H 0.77 3.39 -0.34
H 2.34 3.28 0.45
H 2.19 2.76 -1.28
H 1.46 1.23 1.12
H 2.58 1.08 -0.02
H -0.07 1.50 -1.23
H -1.44 -3.45 -0.74
H -2.71 -2.99 1.27
H -2.47 -0.80 2.64
H -1.17 0.82 1.70
*
```



## b
Density functional theory data (wB97M-V/def2-TZVPD) for 2 unconnected molecules or ions with the total composition C9H10NO2.

The LUMO energy is -0.1814 hartree. The calculation puts the HOMO energy at -12.17 eV. The calculation puts the molecular weight at 164.18 g/mol. The HOMO-LUMO gap is 7.2 eV.

ORCA input file:
```
! RIJCOSX wB97M-V def2-TZVPD def2/J DEFGRID3
* xyz 1 1
C 1.44 0.96 -0.01
C 2.43 0.06 0.29
C 0.90 -1.59 -0.40
C 0.09 -0.57 -0.38
C 0.06 0.78 -0.34
C 2.21 -1.36 0.18
C -2.56 -0.93 -0.49
C -3.83 -0.25 -0.15
C -0.84 1.85 -0.53
N 3.12 -2.37 0.34
O -3.51 -1.73 -0.24
O -3.95 0.31 1.03
H 1.66 2.03 -0.09
H 3.39 0.58 0.62
H 0.53 -2.60 -0.24
H -4.55 0.09 -0.87
H -0.52 2.78 -0.16
H -1.01 1.91 -1.63
H -1.86 1.61 -0.06
H 4.00 -2.28 0.84
H 2.87 -3.29 0.13
H -4.86 0.38 1.40
*
```



Which structure is the least stable? The one labeled b.



## a
Density functional theory data (wB97M-V/def2-TZVPD) for 2 unconnected molecules or ions with the total composition C2H6NO2.

The LUMO energy is 0.1664 hartree. The calculation puts the HOMO energy at -3.60 eV. The calculation puts the molecular weight at 76.07 g/mol. The HOMO-LUMO gap is 8.1 eV.

ORCA input file:
```
! RIJCOSX wB97M-V def2-TZVPD def2/J DEFGRID3
* xyz -1 1
C -0.24 -1.77 0.46
O 0.73 -1.56 -0.49
H 0.11 -1.85 1.50
H -0.88 -0.96 0.72
H -0.86 -2.58 -0.08
C -0.26 1.68 -0.12
N 0.85 1.55 -0.78
O -1.03 0.91 0.49
H -0.70 2.73 0.09
H 0.97 -0.58 -0.68
H 1.30 2.43 -1.11
*
```



## b
Density functional theory data (wB97M-V/def2-TZVPD) for 2 unconnected molecules or ions with the total composition C2H6NO2.

The LUMO energy is 0.1604 hartree. The calculation puts the HOMO energy at -3.71 eV. The calculation puts the molecular weight at 76.07 g/mol. The HOMO-LUMO gap is 8.1 eV.

ORCA input file:
```
! RIJCOSX wB97M-V def2-TZVPD def2/J DEFGRID3
* xyz -1 1
C 1.30 0.43 1.20
O -0.14 0.49 1.28
H 1.69 -0.42 0.63
H 1.62 1.35 0.70
H 1.62 0.33 2.22
C -0.95 -0.91 -1.36
N -1.57 0.18 -0.80
O -0.76 -1.20 -2.53
H -0.74 -1.65 -0.55
H -0.83 0.30 0.35
H -1.24 1.10 -1.14
*
```



Which structure is the least stable? The one labeled a.



## a
Density functional theory data (wB97M-V/def2-TZVPD) for 2 unconnected molecules or ions with the total composition Br2H2O2Si.

The LUMO energy is -0.0336 hartree. The calculation puts the HOMO energy at -10.27 eV. The SMILES is O=[Si](O)Br.Br. The calculation puts the molecular weight at 221.91 g/mol. The HOMO-LUMO gap is 9.4 eV.

ORCA input file:
```
! RIJCOSX wB97M-V def2-TZVPD def2/J DEFGRID3
* xyz 0 1
O 0.35 -0.42 -0.80
Si 0.64 0.50 0.38
O 0.65 0.14 1.94
Br 1.64 2.49 0.18
H 0.34 -0.72 2.46
Br -2.40 -0.99 -2.38
H -1.22 -0.99 -1.77
*
```



## b
Density functional theory data (wB97M-V/def2-TZVPD) for 2 unconnected molecules or ions with the total composition Br2H2O2Si.

The LUMO energy is -0.0167 hartree. The calculation puts the HOMO energy at -10.33 eV. The SMILES is O=[Si](O)Br.Br. The calculation puts the molecular weight at 221.91 g/mol. The HOMO-LUMO gap is 9.9 eV.

ORCA input file:
```
! RIJCOSX wB97M-V def2-TZVPD def2/J DEFGRID3
* xyz 0 1
O -0.72 0.03 -0.70
Si -0.73 1.19 0.27
O 0.47 2.01 0.90
Br -2.49 2.10 1.14
H 1.40 1.86 0.73
Br -1.85 -3.04 -0.02
H -1.37 -1.96 -0.78
*
```



Which structure is the least stable? The one labeled a.



## a
Density functional theory data (wB97M-V/def2-TZVPD) for 2 unconnected molecules or ions with the total composition C6H9NO2.

The LUMO energy is -0.0073 hartree. The calculation puts the HOMO energy at -9.18 eV. The SMILES is CC(=O)C#N.C/C=C\O. The calculation puts the molecular weight at 127.14 g/mol. The HOMO-LUMO gap is 9.0 eV.

ORCA input file:
```
! RIJCOSX wB97M-V def2-TZVPD def2/J DEFGRID3
* xyz 0 1
C 0.86 1.29 1.34
C 0.95 1.15 -0.16
O 1.19 2.04 -0.94
C 1.85 -0.31 -0.39
N 2.68 -1.10 -0.52
H 0.49 2.28 1.59
H 0.17 0.54 1.73
H 1.84 1.14 1.79
C -0.76 -1.99 -0.10
C -0.56 -0.84 -1.01
C -1.02 0.43 -0.77
O -1.86 0.62 0.31
H 0.13 -2.62 -0.04
H -1.58 -2.60 -0.50
H -1.05 -1.67 0.90
H -0.11 -1.02 -1.98
H -1.15 1.11 -1.61
H -2.08 1.56 0.38
*
```



## b
Density functional theory data (wB97M-V/def2-TZVPD) for C6H9NO2 in the gas phase.

The LUMO energy is 0.0240 hartree. The calculation puts the HOMO energy at -8.04 eV. The SMILES is C[C@H]1C(=O)N[C@H]2[C@H](O)[C@H]21. The calculation puts the molecular weight at 127.14 g/mol. The HOMO-LUMO gap is 8.7 eV.

ORCA input file:
```
! RIJCOSX wB97M-V def2-TZVPD def2/J DEFGRID3
* xyz 0 1
C 0.87 2.00 0.20
C 0.70 0.68 -0.55
C 1.50 -0.49 0.23
O 2.53 -0.34 0.76
N 0.83 -1.63 0.13
C -0.42 -1.55 -0.40
C -1.38 -0.42 0.58
O -2.74 -0.38 0.68
C -0.60 -0.03 -0.60
H 0.38 2.57 -0.54
H 1.96 2.22 0.24
H 0.38 2.05 1.13
H 1.14 0.89 -1.55
H 1.23 -2.44 0.62
H -0.99 -2.25 -1.03
H -0.84 -0.34 1.60
H -3.19 -0.69 -0.15
H -1.35 0.18 -1.35
*
```



Which structure is the least stable? The one labeled a.



## a
Density functional theory data (wB97M-V/def2-TZVPD) for 2 unconnected molecules or ions with the total composition C6H9NO2.

The LUMO energy is -0.0400 hartree. The calculation puts the HOMO energy at -7.80 eV. The SMILES is O=CCc1ccc[nH]1.O. The calculation puts the molecular weight at 127.14 g/mol. The HOMO-LUMO gap is 6.7 eV.

ORCA input file:
```
! RIJCOSX wB97M-V def2-TZVPD def2/J DEFGRID3
* xyz 0 1
O -2.40 -0.60 -0.99
C -1.47 0.10 -1.47
C -1.04 0.72 -0.17
C -0.22 -0.18 0.70
C 0.32 0.03 1.96
C 1.25 -1.03 2.19
C 1.18 -1.88 1.10
N 0.31 -1.34 0.20
H -1.80 0.77 -2.29
H -1.81 1.26 0.38
H -0.23 1.63 -0.66
H 0.13 0.89 2.59
H 1.98 -1.08 3.00
H 1.76 -2.77 0.86
H 0.03 -1.75 -0.69
O 0.60 2.16 -2.15
H -0.09 1.27 -2.41
H 1.50 1.82 -2.14
*
```



## b
Density functional theory data (wB97M-V/def2-TZVPD) for a molecular structure, C6H9NO2.

The LUMO energy is 0.0136 hartree. The calculation puts the HOMO energy at -9.55 eV. The calculation puts the molecular weight at 127.14 g/mol. The HOMO-LUMO gap is 9.9 eV.

ORCA input file:
```
! RIJCOSX wB97M-V def2-TZVPD def2/J DEFGRID3
* xyz 0 1
C -1.00 -1.12 -0.76
C -0.08 -0.29 0.20
C 0.75 0.73 -0.41
C 1.58 1.53 0.66
C -2.34 -1.16 -0.33
C -3.60 -1.06 -0.15
H 0.55 -2.60 -1.04
H -0.93 -3.03 -1.35
H -0.87 -0.50 -1.87
H 0.39 -1.31 1.07
H -0.62 -0.02 1.06
H 0.07 1.48 -0.94
H 1.50 0.46 -1.06
H 2.50 2.67 -0.88
H -4.54 -0.89 -0.09
N -0.38 -2.51 -0.80
O 2.44 2.44 0.08
O 1.65 1.25 1.84
*
```



Which structure is the least stable? The one labeled b.



## a
Density functional theory data (wB97M-V/def2-TZVPD) for CH3NSi in the gas phase.

The LUMO energy is 0.0237 hartree. The calculation puts the HOMO energy at -12.04 eV. The SMILES is N#C[SiH3]. The calculation puts the molecular weight at 57.13 g/mol. The HOMO-LUMO gap is 12.7 eV.

ORCA input file:
```
! RIJCOSX wB97M-V def2-TZVPD def2/J DEFGRID3
* xyz 0 1
N -2.40 0.03 0.03
C -1.28 -0.11 -0.16
Si 0.56 0.00 0.01
H 1.02 1.37 -0.67
H 1.14 0.03 1.29
H 0.96 -1.32 -0.49
*
```



## b
Density functional theory data (wB97M-V/def2-TZVPD) for CH3NSi in the gas phase.

The LUMO energy is 0.0198 hartree. The calculation puts the HOMO energy at -11.98 eV. The SMILES is N#C[SiH3]. The calculation puts the molecular weight at 57.13 g/mol. The HOMO-LUMO gap is 12.5 eV.

ORCA input file:
```
! RIJCOSX wB97M-V def2-TZVPD def2/J DEFGRID3
* xyz 0 1
N 2.50 -0.12 -0.02
C 1.37 -0.03 -0.04
Si -0.56 -0.02 -0.04
H -0.93 0.13 -1.41
H -1.44 -1.07 0.59
H -0.93 1.10 0.92
*
```



Which structure is the least stable? The one labeled a.